Entry 1:
Computed, not measured: C46H33AlF9N3O7P as an isolated structure, with the ωB97M-V functional and the def2-TZVPD basis.

```
100
Properties=species:S:1:pos:R:3:forces:R:3
Al 1.2479 -0.5046 1.7924 0.51 -0.10 0.40
O -3.2020 -1.3552 5.5215 0.00 0.02 -0.05
C -2.3786 -1.1528 4.6747 -0.01 0.00 0.04
C -1.7970 -2.1949 3.7071 -0.02 -0.02 -0.04
O -2.1268 -3.3554 3.6351 0.05 0.05 -0.03
C -0.7948 -1.4514 2.9469 -0.03 -0.05 -0.06
C -0.7171 -0.1269 3.3362 -0.05 0.12 -0.06
O 0.1712 0.6367 2.7532 -0.08 -0.05 0.07
C -1.6983 0.1922 4.3772 -0.01 0.04 -0.02
O -1.9581 1.2513 4.8982 0.05 -0.10 0.01
O 0.0351 -1.8570 2.0045 -0.17 0.00 -0.08
O 7.6744 -0.3630 3.9802 0.00 0.02 0.00
C 6.5790 -0.6113 4.8507 0.00 -0.03 0.00
C 5.2834 -0.6051 4.0980 0.01 0.00 -0.01
C 4.0612 -0.6188 4.8739 0.02 -0.04 0.00
C 2.8817 -0.6007 4.2202 -0.02 0.03 0.05
N 2.7673 -0.5948 2.8614 -0.02 0.03 -0.18
C 3.9447 -0.6204 2.0773 0.04 -0.02 0.01
C 5.2191 -0.5998 2.7543 -0.01 0.05 0.01
C 3.7312 -0.6358 0.7316 -0.02 -0.04 -0.03
C 4.7304 -0.6460 -0.2987 0.02 0.03 0.02
C 4.4158 -0.7603 -1.6048 -0.04 0.01 -0.02
C 5.4705 -0.7532 -2.6763 0.02 0.00 0.00
O 6.3334 0.3855 -2.6157 -0.01 0.01 -0.03
C 3.0114 -0.8991 -1.9625 0.02 0.00 -0.01
C 2.0738 -0.8309 -1.0001 -0.02 -0.08 0.03
N 2.3449 -0.6381 0.3329 -0.09 0.11 -0.09
H 8.4737 -0.3203 4.5103 0.01 -0.02 0.00
H 6.5324 0.1464 5.6436 0.00 0.02 -0.02
H 6.7005 -1.5876 5.3408 -0.02 0.02 0.02
H 4.0868 -0.6232 5.9549 -0.01 0.01 0.01
H 1.9453 -0.5778 4.7680 0.00 0.00 -0.02
H 6.1297 -0.5725 2.1737 0.00 -0.03 -0.01
H 5.7706 -0.5646 -0.0059 0.01 0.01 0.02
H 4.9866 -0.8056 -3.6588 0.01 0.00 0.00
H 6.1333 -1.6176 -2.5915 -0.02 -0.01 0.00
H 5.7917 1.1263 -2.3232 0.01 -0.01 0.03
H 2.7205 -1.0622 -2.9929 -0.01 -0.02 0.00
H 1.0233 -0.9381 -1.2435 -0.03 0.01 -0.04
F -0.6223 5.3495 -5.5305 0.00 -0.01 0.01
C -0.4131 4.0219 -5.6227 0.01 -0.01 -0.01
F -1.3289 3.5519 -6.4967 0.01 0.00 0.02
F 0.7905 3.8509 -6.1968 -0.02 0.00 0.01
C -0.5143 3.3408 -4.2883 0.01 -0.01 -0.01
C 0.3234 2.2847 -3.9771 -0.02 0.04 -0.02
C 0.1958 1.6463 -2.7496 0.02 0.02 0.03
C -0.7698 2.0482 -1.8345 0.08 -0.02 0.01
C -1.5980 3.1241 -2.1600 -0.03 -0.01 -0.02
C -1.4766 3.7656 -3.3776 0.00 0.01 -0.01
P -0.9219 1.1147 -0.2469 -0.19 -0.08 0.02
C -2.5444 0.3047 -0.5885 0.00 0.06 -0.01
C -2.5600 -1.0382 -1.0175 -0.04 0.04 -0.10
C -3.7506 -1.5738 -1.5190 -0.02 -0.01 -0.01
C -4.9045 -0.8149 -1.5516 -0.03 0.01 0.02
C -4.9168 0.4910 -1.0843 0.02 -0.03 0.00
C -3.7308 1.0318 -0.6194 -0.06 0.03 -0.03
C -6.1762 -1.4460 -2.0466 0.00 0.01 -0.01
F -6.8382 -2.0801 -1.0570 0.01 0.01 -0.01
F -7.0296 -0.5376 -2.5582 0.03 -0.01 0.02
F -5.9525 -2.3602 -3.0072 0.00 0.01 0.01
C -1.3421 2.4826 0.8914 0.08 0.00 -0.08
C -2.3270 2.4033 1.8667 0.02 -0.05 0.06
C -2.4746 3.4126 2.8064 0.01 0.05 -0.01
C -1.6364 4.5137 2.7681 -0.01 0.00 0.03
C -0.6381 4.6026 1.8057 -0.01 0.01 0.01
C -0.4911 3.5894 0.8786 -0.03 0.03 0.01
C -1.8119 5.6330 3.7523 -0.01 -0.01 0.01
F -2.5766 6.6298 3.2435 0.01 -0.01 -0.01
F -0.6377 6.1991 4.0918 -0.02 -0.01 0.00
F -2.4071 5.2369 4.8868 0.01 0.01 -0.04
H 1.0855 1.9689 -4.6763 0.00 -0.01 0.00
H 0.8775 0.8457 -2.4996 0.02 -0.04 0.01
H -2.3352 3.4775 -1.4508 0.00 -0.01 0.00
H -2.1197 4.6015 -3.6196 0.00 0.00 0.00
H -0.8328 -1.7371 -0.1842 -0.05 -0.02 0.06
H -3.7612 -2.5928 -1.8820 -0.01 0.00 0.01
H -5.8219 1.0802 -1.1093 -0.01 0.01 0.00
H -3.7275 2.0652 -0.2969 0.00 -0.03 0.01
H -2.9679 1.5321 1.9278 0.00 0.02 -0.01
H -3.2204 3.3221 3.5826 0.00 -0.01 0.02
H 0.0301 5.4533 1.7941 0.00 0.00 0.00
H 0.3027 3.6538 0.1438 0.00 0.01 0.00
C -2.0461 -4.1796 0.4752 0.01 0.01 -0.01
C -1.6787 -4.2378 -0.9785 0.04 -0.03 0.03
C -1.6204 -5.4518 -1.6557 0.01 0.01 0.01
C -1.2731 -5.5012 -2.9952 -0.01 0.01 -0.01
C -0.9783 -4.3322 -3.6786 -0.03 -0.02 0.01
C -1.0187 -3.1023 -3.0320 -0.05 -0.01 -0.03
C -0.6782 -1.8411 -3.7778 -0.01 -0.01 0.03
C -1.3663 -3.0717 -1.6795 0.03 0.02 0.00
N -1.4000 -1.8037 -1.0204 0.15 0.00 0.03
H -2.4362 -5.1364 0.8172 0.00 0.00 0.01
H -2.8019 -3.4161 0.6694 -0.01 0.00 0.00
H -1.1822 -3.9312 1.0915 0.00 0.02 0.04
H -1.8563 -6.3634 -1.1202 0.00 0.00 0.00
H -1.2377 -6.4529 -3.5102 0.01 -0.01 -0.01
H -0.7112 -4.3696 -4.7279 0.00 0.01 -0.01
H -0.7674 -1.9986 -4.8524 0.01 0.00 0.00
H 0.3510 -1.5421 -3.5657 0.02 0.04 0.02
H -1.3241 -1.0104 -3.4950 0.00 0.01 -0.02
```
Positions in Å, forces in eV/Å.

As for the charge: -1. The energy above the lowest of the compared OMol25 structures with the same formula, charge and spin comes out at 0.00 kJ/mol.


Entry 2:
Computed, not measured: C31H37N8PtS3Sb2 as an isolated structure, with the ωB97M-V functional and the def2-TZVPD basis.

```
82
Properties=species:S:1:pos:R:3:forces:R:3
Pt 0.7598 -0.5133 -0.2589 -0.02 -0.10 0.23
S -0.9021 1.7232 0.6132 -0.09 0.11 -0.08
C -2.0529 0.5232 1.0060 0.01 0.00 -0.02
N -3.3106 0.9005 1.6318 0.03 -0.18 -0.10
N -3.3740 2.0885 1.9464 -0.04 0.17 0.07
C -4.4604 2.6957 2.5948 -0.07 0.04 0.03
C -5.6208 1.9767 2.8848 0.02 -0.01 0.00
C -6.6449 2.6347 3.5319 0.00 0.01 0.00
C -6.5065 3.9782 3.8822 0.01 0.00 0.00
C -5.3438 4.6797 3.5863 -0.01 0.01 0.01
C -4.3073 4.0390 2.9348 0.02 -0.01 -0.02
N -2.0637 -0.7630 0.9130 0.06 -0.08 0.04
N -0.9499 -1.4370 0.4638 0.11 0.07 -0.05
C -1.0203 -2.7429 0.6876 -0.06 -0.09 -0.05
C -2.1480 -3.3558 1.3209 0.00 0.03 0.01
C -2.0446 -4.6224 1.7924 0.01 0.00 -0.01
C -0.8436 -5.4147 1.6803 0.00 -0.01 0.01
C 0.1780 -4.9392 0.9662 -0.01 0.01 0.00
C 0.0978 -3.6358 0.2382 -0.05 0.04 -0.01
H -2.5310 2.6665 1.7018 0.03 0.04 0.01
H -5.7040 0.9355 2.6074 0.00 0.00 0.00
H -7.5573 2.1069 3.7708 0.00 0.00 0.00
H -7.3166 4.4803 4.3936 0.00 0.00 0.00
H -5.2480 5.7189 3.8663 0.00 0.00 0.00
H -3.3889 4.5645 2.7006 0.00 0.01 0.00
H -3.0462 -2.7816 1.4777 0.01 -0.01 0.00
H -2.8986 -5.0545 2.2998 -0.01 -0.01 0.00
H -0.8039 -6.3870 2.1499 0.01 0.00 0.01
H 1.0762 -5.5235 0.8083 0.00 -0.01 -0.01
H 1.0471 -3.1028 0.3132 0.03 0.02 0.01
N 0.2758 -1.2424 3.2399 -0.03 -0.05 0.03
C 1.5196 -1.1315 2.7510 0.05 -0.08 0.06
N 1.8323 -0.8712 1.4951 0.03 0.10 -0.02
C 3.2172 -0.8084 1.3195 0.04 0.03 -0.03
C 3.9411 -1.0584 2.4227 -0.02 -0.03 -0.01
S 2.9004 -1.3692 3.7607 -0.01 -0.01 -0.03
C 3.6478 -0.3638 0.0024 0.04 -0.06 0.00
C 4.8799 -0.2849 -0.5429 -0.01 0.05 0.00
S 4.8057 0.4910 -2.0719 -0.03 0.01 0.04
C 3.1094 0.6360 -1.9261 0.05 0.08 0.05
N 2.6322 0.1163 -0.8196 -0.13 -0.09 -0.10
N 2.2954 1.2795 -2.8517 0.05 -0.06 -0.04
H -0.5149 -0.9218 2.7076 0.02 0.04 -0.02
H 0.1416 -1.3808 4.2274 -0.01 0.02 0.01
H 5.0112 -1.0454 2.5447 0.01 -0.01 0.01
H 5.8187 -0.6149 -0.1298 0.02 0.00 -0.01
H 2.7962 1.5624 -3.6859 -0.01 0.00 0.00
H 1.8537 2.0898 -2.4298 -0.02 -0.01 0.02
C -1.2027 2.3599 -5.4140 0.01 0.04 0.04
Sb -1.4164 2.1222 -3.3285 0.06 0.03 0.02
C -0.7395 3.9009 -2.4137 -0.07 0.12 -0.09
C -3.4834 1.6930 -3.0296 0.04 -0.01 0.04
C -3.7504 0.5384 -3.9511 0.00 -0.07 0.03
C -4.4570 0.7591 -5.1306 -0.03 -0.02 0.00
C -4.6787 -0.2698 -6.0318 0.01 0.00 0.01
C -4.1838 -1.5376 -5.7606 0.00 0.01 0.01
C -3.4804 -1.7668 -4.5884 0.05 -0.02 -0.03
C -3.2481 -0.7437 -3.6713 -0.06 0.04 0.00
C -2.4906 -1.0373 -2.4089 0.07 -0.18 -0.10
Sb -0.4515 -0.3410 -2.4931 -0.14 0.12 -0.03
C -0.1237 -3.9858 -1.2590 -0.03 0.01 -0.01
C 0.2508 -1.2224 -4.2894 -0.02 -0.02 0.04
H -1.7537 3.2532 -5.7046 0.01 0.01 -0.02
H -1.6238 1.4914 -5.9156 -0.01 -0.02 0.02
H -0.1524 2.4780 -5.6708 0.00 0.00 -0.01
H -1.3152 4.7126 -2.8596 0.03 0.00 0.02
H 0.3146 4.0681 -2.6243 0.02 -0.03 0.00
H -0.9189 3.8578 -1.3444 0.01 -0.06 0.02
H -4.0825 2.5671 -3.2770 0.04 0.03 0.00
H -3.6036 1.4609 -1.9717 -0.04 0.02 0.00
H -4.8564 1.7457 -5.3354 0.00 0.01 0.00
H -5.2440 -0.0850 -6.9348 0.00 0.00 -0.01
H -4.3573 -2.3497 -6.4531 -0.01 0.00 0.00
H -3.1195 -2.7659 -4.3721 0.00 0.00 0.01
H -2.4066 -2.1137 -2.2505 -0.05 0.00 0.00
H -2.9402 -0.6167 -1.5114 0.00 0.07 0.02
H 0.6725 -4.6404 -1.6082 0.00 -0.01 0.00
H -0.1093 -3.0815 -1.8677 0.03 -0.01 0.00
H -1.0778 -4.4952 -1.3941 0.00 -0.02 0.01
H -0.0655 -2.2650 -4.2904 0.00 0.00 0.00
H 1.3347 -1.1648 -4.2988 0.04 0.00 -0.04
H -0.1681 -0.7250 -5.1611 -0.01 0.02 0.02
```
Positions in Å, forces in eV/Å.

As for the charge: +3. The energy above the lowest of the compared OMol25 structures with the same formula, charge and spin comes out at 0.00 kJ/mol.


Entry 3:
Computed, not measured: one molecule with the formula C4H4ClNO, with the ωB97M-V functional and the def2-TZVPD basis.

```
11
Properties=species:S:1:pos:R:3:forces:R:3
N -0.1469 -1.5823 2.3384 -0.09 0.64 -0.39
C -0.3987 -0.6393 1.7232 -0.11 -0.58 0.21
C -0.7361 0.5559 0.8904 0.31 0.32 0.22
O -1.6329 1.2813 1.2264 0.35 -0.39 -0.35
C 0.2318 0.8160 -0.2630 -0.36 -0.71 -0.31
C 0.5209 -0.4417 -1.0870 0.36 -0.26 0.06
Cl -0.9412 -1.0812 -1.8416 -0.56 -0.13 -0.15
H -0.2185 1.6001 -0.8683 0.34 0.21 0.08
H 1.1903 1.0672 0.1973 -0.05 0.54 -0.03
H 1.2527 -0.3688 -1.9124 -0.28 0.55 0.70
H 0.8787 -1.2072 -0.4034 0.09 -0.18 -0.06
```
Positions in Å, forces in eV/Å.

As for the charge: 0. The energy above the lowest of the compared OMol25 structures with the same formula, charge and spin comes out at 52.91 kJ/mol. Its SMILES is N#CC(=O)CCCl.


Entry 4:
Computed, not measured: one molecule with the formula C21H30N2O3S2 in a non-equilibrium geometry, with the ωB97M-V functional and the def2-TZVPD basis.

```
58
Properties=species:S:1:pos:R:3:forces:R:3
C -2.9023 -5.1508 3.7002 0.25 0.02 0.09
C -1.5805 -4.3930 3.7047 -0.26 0.10 -0.16
C -1.6404 -3.1517 2.8165 0.30 -0.22 0.23
C -0.3234 -2.3903 2.8313 -0.24 0.45 -0.38
H -0.1023 -2.0365 3.8388 0.08 -0.10 0.02
H 0.5032 -3.0121 2.4891 0.07 -0.06 0.06
S -0.3687 -0.8999 1.7657 0.21 -0.12 0.10
C 0.6635 -1.4197 0.3580 -0.24 -0.07 0.33
C 0.0048 -2.4942 -0.4962 -0.15 0.16 -0.02
H 0.7383 -2.8907 -1.2051 -0.01 -0.09 -0.02
C -1.1997 -1.9513 -1.2699 -0.07 -0.18 0.26
N -0.7874 -1.2164 -2.4410 0.15 -0.39 0.04
C -0.9143 0.1130 -2.5612 0.14 -0.12 -0.48
O -1.4538 0.8395 -1.7566 -0.26 0.32 0.24
C -0.3769 0.6657 -3.8821 0.41 0.03 -0.04
H -1.1480 0.5453 -4.6461 0.10 0.00 -0.08
H -0.1600 1.7261 -3.7701 -0.05 0.03 0.04
S 1.1196 -0.1327 -4.6109 0.00 0.96 1.09
O 0.8001 -1.5688 -4.7043 -0.10 -1.17 -0.50
C 2.2713 -0.0322 -3.1356 -0.22 0.15 -0.65
C 2.1797 1.2483 -2.4191 0.58 1.07 -0.24
C 2.7101 2.4753 -2.7124 -0.04 -1.06 -0.28
O 2.2982 3.3345 -1.7451 -0.02 0.33 0.06
C 1.5266 2.6027 -0.9109 -0.02 -1.04 -0.37
N 1.4374 1.3575 -1.2748 -0.21 0.49 0.58
C 0.8864 3.2103 0.2344 -0.11 0.49 0.33
C 1.3349 4.4333 0.7333 0.00 -0.12 -0.08
C 0.7044 4.9886 1.8283 0.03 0.09 0.03
C -0.3668 4.3395 2.4224 0.01 -0.03 -0.04
C -0.8303 3.1270 1.9266 0.08 0.08 0.04
C -0.1952 2.5670 0.8276 0.20 0.13 -0.09
H -0.5514 1.6414 0.4055 -0.08 -0.13 -0.10
C -1.9989 2.4246 2.5417 -0.02 -0.02 -0.02
H -1.7289 1.3981 2.7810 -0.06 -0.06 0.07
H -2.3340 2.9296 3.4442 -0.05 0.01 0.06
H -2.8229 2.3882 1.8311 -0.13 -0.04 0.00
H -0.8509 4.7865 3.2795 -0.06 0.02 0.08
H 1.0474 5.9336 2.2244 0.03 0.06 0.03
H 2.1713 4.9303 0.2652 0.06 0.05 -0.03
C 3.5696 2.9672 -3.8162 -0.17 0.24 0.31
H 4.4339 3.4935 -3.4139 0.11 0.00 -0.06
H 3.9055 2.1309 -4.4225 0.03 -0.04 -0.05
H 3.0182 3.6636 -4.4480 0.04 0.02 -0.10
H 3.2634 -0.2015 -3.5529 -0.03 -0.10 -0.05
H 1.9964 -0.8558 -2.4810 -0.07 -0.08 -0.08
H -0.3171 -1.7319 -3.1802 -0.03 0.19 -0.06
H -1.7694 -1.2679 -0.6349 -0.04 -0.18 -0.07
H -1.8465 -2.7772 -1.5838 -0.01 0.11 0.07
H -0.3170 -3.3239 0.1359 0.04 -0.07 -0.01
H 0.8262 -0.5005 -0.2091 0.08 -0.10 0.03
H 1.6165 -1.7630 0.7638 0.06 0.06 -0.09
H -2.4344 -2.4885 3.1652 -0.08 0.01 -0.06
H -1.8870 -3.4464 1.7942 -0.06 0.05 -0.03
H -1.3356 -4.0933 4.7261 0.09 -0.02 0.04
H -0.7821 -5.0518 3.3535 0.07 0.01 0.05
H -3.1535 -5.4750 2.6926 -0.08 -0.05 -0.09
H -2.8419 -6.0290 4.3386 -0.09 -0.11 0.04
H -3.7059 -4.5151 4.0647 -0.13 0.03 0.03
```
Positions in Å, forces in eV/Å.

As for the charge: 0. The energy above the lowest of the compared OMol25 structures with the same formula, charge and spin comes out at 173.60 kJ/mol.